w:
62
Properties=species:S:1:pos:R:3 method="wB97M-V/def2-TZVPD" spin_multiplicity=1 charge=+3 e_homo_ha=-0.6510 homo_lumo_gap_ev=5.70
Mo 0.30886 0.29916 -0.59213
C -1.51598 4.23296 -0.38931
C -2.38553 3.98972 0.66375
C -2.36543 2.77529 1.33990
C -1.49063 1.76157 0.95464
C -0.63511 2.04006 -0.13586
C -0.61273 3.25150 -0.79837
C -1.34811 0.48647 1.69285
C -2.03550 0.17485 2.86606
C -1.74505 -0.99094 3.53118
C -0.72127 -1.84709 3.08471
C -0.33920 -3.00965 3.79754
C 0.70705 -3.77144 3.36060
C 1.41679 -3.39484 2.20231
C 1.05924 -2.28302 1.47875
C -0.02462 -1.50193 1.90704
N -0.41652 -0.37364 1.21128
H -1.52853 5.18990 -0.89462
H -3.07552 4.76073 0.97863
H -3.02766 2.63461 2.18338
H 0.06212 3.44280 -1.62341
H -2.77822 0.85511 3.25333
H -2.28657 -1.24161 4.43574
H -0.88073 -3.27348 4.69696
H 1.00803 -4.65397 3.90766
H 2.26399 -3.98890 1.88541
H 1.64724 -2.00122 0.60929
O 1.16073 -0.11724 -2.42232
C 0.67334 -0.99151 -3.55999
C 0.42543 -2.38214 -3.04281
C -0.49785 -2.39659 -1.81861
C -1.72792 -1.55863 -2.01015
C -2.88253 -2.08030 -2.55729
C -3.95597 -1.23665 -2.80911
C -3.83857 0.11194 -2.50613
C -2.66371 0.56848 -1.94895
N -1.61446 -0.24384 -1.69831
H 2.12384 -0.01497 -2.46688
H 1.45734 -0.93714 -4.31132
H -0.21411 -0.48124 -3.92168
H 1.36316 -2.89028 -2.81216
H -0.03638 -2.94388 -3.85981
H 0.06424 -2.07678 -0.91540
H -0.76339 -3.42189 -1.55713
H -2.93939 -3.13666 -2.78522
H -4.86961 -1.62669 -3.23875
H -4.64673 0.80497 -2.69199
H -2.53930 1.61017 -1.69016
C 3.06944 2.89462 0.08036
C 3.03014 1.42798 0.51030
C 4.17666 0.61101 -0.09517
C 2.95788 1.27842 2.03470
N 1.79279 0.84830 0.00220
H 4.00908 3.31749 0.43603
H 2.25171 3.46084 0.52435
H 3.04578 3.00181 -1.00492
H 5.11304 0.98563 0.31898
H 4.23430 0.73278 -1.17887
H 4.09595 -0.44589 0.15954
H 3.86547 1.71639 2.45140
H 2.91560 0.23107 2.33357
H 2.10360 1.81743 2.44438

---

x:
62
Properties=species:S:1:pos:R:3 method="wB97M-V/def2-TZVPD" spin_multiplicity=1 charge=+3 e_homo_ha=-0.6526 homo_lumo_gap_ev=5.86
Mo 0.57087 -0.13719 -0.57212
C -1.52269 -1.07326 -4.24787
C -2.80313 -1.00363 -3.71634
C -3.01416 -0.60128 -2.40168
C -1.94965 -0.29049 -1.56226
C -0.64746 -0.38941 -2.13326
C -0.43083 -0.74668 -3.45256
C -2.15046 0.23209 -0.18155
C -3.40338 0.47719 0.37175
C -3.49900 1.05677 1.61469
C -2.34840 1.45215 2.32147
C -2.40909 2.10561 3.57461
C -1.26285 2.50825 4.19849
C -0.01232 2.27914 3.58782
C 0.07956 1.63275 2.38058
C -1.08853 1.20448 1.73181
N -1.03281 0.55185 0.51939
H -1.37182 -1.37120 -5.27684
H -3.65636 -1.24636 -4.33590
H -4.03164 -0.51390 -2.04681
H 0.57214 -0.79940 -3.85805
H -4.29794 0.23256 -0.17885
H -4.47419 1.23920 2.05108
H -3.37847 2.28880 4.02081
H -1.30724 3.01253 5.15375
H 0.88768 2.62632 4.07872
H 1.05118 1.48952 1.91801
O 2.44507 -0.98554 -0.53684
C 2.96265 -2.23324 0.14505
C 2.80234 -2.09313 1.63706
C 1.36963 -1.73123 2.05507
C 0.35267 -2.62488 1.40241
C -0.07175 -3.79638 1.99690
C -0.90206 -4.65653 1.29192
C -1.27371 -4.31869 -0.00159
C -0.83244 -3.12552 -0.52909
N -0.04126 -2.27257 0.15607
H 3.18693 -0.38926 -0.71979
H 3.99997 -2.32007 -0.16800
H 2.38136 -3.04067 -0.28670
H 3.50580 -1.36059 2.03613
H 3.07987 -3.05857 2.06895
H 1.15989 -0.67623 1.80217
H 1.28549 -1.77209 3.14024
H 0.25216 -4.03691 3.00116
H -1.24366 -5.57974 1.74201
H -1.89933 -4.96977 -0.59567
H -1.11215 -2.83586 -1.53212
C 1.39879 2.75927 -2.93503
C 1.70123 2.64680 -1.43141
C 3.20691 2.66977 -1.14856
C 0.94978 3.71898 -0.62769
N 1.19275 1.36548 -1.01175
H 1.73064 3.73924 -3.27716
H 0.32968 2.67693 -3.13169
H 1.93747 2.00070 -3.50327
H 3.60018 3.63938 -1.45273
H 3.73385 1.91177 -1.73297
H 3.41859 2.54436 -0.08519
H 1.29550 4.69600 -0.96393
H 1.15312 3.63133 0.43913
H -0.12497 3.66106 -0.80201

---

Stability check: which of them is most stable? x.

---

w:
14
Properties=species:S:1:pos:R:3 method="wB97M-V/def2-TZVPD" spin_multiplicity=1 charge=0 smiles=S[C@]1(Br)CCCO1 e_homo_ha=-0.3471 homo_lumo_gap_ev=10.14
C 0.70286 -0.87341 0.62554
C -0.76959 -0.59083 0.58354
C 1.44628 0.31836 0.07633
C -0.92774 0.35228 -0.56664
O 0.61915 1.13777 -0.58145
S -2.28029 1.57945 -0.51862
Br -0.81887 -0.58541 -2.20679
H 0.82079 -1.05874 1.73859
H 0.96529 -1.75422 0.02799
H -1.18619 -1.66142 0.42784
H -1.04812 -0.10655 1.54033
H 2.03118 0.89317 0.81840
H 2.08682 -0.11026 -0.65063
H -1.64157 2.45980 -1.31442

---

x:
14
Properties=species:S:1:pos:R:3 method="wB97M-V/def2-TZVPD" spin_multiplicity=1 charge=0 smiles=Br[C@@H]1CCCSO1 e_homo_ha=-0.3218 homo_lumo_gap_ev=9.51
C 0.48398 0.12480 -0.33000
C -0.66647 -0.91862 0.02423
C 0.41857 1.15438 0.79794
C -1.97369 -0.23918 -0.32886
O -2.32089 0.95963 0.47232
S -1.11589 2.10365 0.31432
Br -3.42361 -1.43401 -0.14050
H 1.34336 -0.57400 -0.33836
H 0.36731 0.55351 -1.38884
H -0.48808 -1.71983 -0.54470
H -0.68987 -1.37160 1.11503
H 0.12001 0.85103 1.87663
H 1.04028 1.98364 0.69273
H -1.85615 0.26288 -1.37530

---

Stability check: which of them is most stable? w.